Below is a cluster of 2 separate species, C2H3NO3 in total, with properties calculated with ωB97M-V with the def2-TZVPD basis set.

```
9
Properties=species:S:1:pos:R:3:forces:R:3:mulliken_charge:R:1
C 0.915 -0.933 0.950 8.912 -9.700 -1.998 -0.1673
C -0.499 0.485 -0.730 -0.167 2.323 -1.799 0.0741
N -1.500 0.704 -1.324 -3.190 0.204 -0.102 0.4269
O 1.586 -1.113 -0.106 -1.707 0.800 3.461 -0.3420
O -2.729 0.819 -1.747 4.773 -0.790 1.293 -0.5110
O 0.643 1.145 -0.254 -2.574 -0.289 -1.985 -0.3642
H 0.086 -0.456 0.845 -5.297 2.834 0.966 0.2964
H 1.210 -1.910 1.749 -1.260 3.489 -1.188 0.2540
H 0.288 1.259 0.618 0.510 1.129 1.352 0.3331
```
Forces are in eV/Å.

Calculated values
HOMO (spin up / spin down), hartree: -0.37210 / -0.37215
SMILES string: [O-][N+]#CO.C=O
LUMO level (spin up / spin down), eV: -0.70 / -0.70
Relative energy (zero: lowest compared OMol25 entry of this formula, charge and spin), eV: 8.8251


Below is a cluster of 10 separate species, C49H86N10O2PS2 in total, with properties calculated with ωB97M-V with the def2-TZVPD basis set.

```
150
Properties=species:S:1:pos:R:3:forces:R:3:mulliken_charge:R:1
C 1.284 -3.969 -0.885 -0.021 -0.043 -0.131 -1.0234
C 1.004 -2.837 0.093 0.348 0.052 0.004 -0.2012
O -0.111 -3.096 0.962 0.039 -0.206 0.173 -0.2783
C -1.346 -3.130 0.325 -0.274 -0.070 -0.062 -0.8907
C -1.788 -1.729 -0.027 0.341 0.243 0.415 -0.6743
N -1.474 -0.831 0.917 -0.195 0.531 0.040 0.5587
C -1.796 0.471 0.860 0.145 -0.387 -0.263 -0.6645
C -2.454 0.954 -0.248 0.164 -0.011 0.196 -0.0678
O -2.806 2.247 -0.312 -0.206 0.072 -0.251 -0.4932
C -1.746 3.221 -0.121 0.083 0.130 0.166 0.1021
C -1.022 3.554 -1.407 -0.251 -0.215 0.119 -0.8817
C -2.774 0.072 -1.296 0.080 -0.069 0.103 0.6924
C -3.468 0.648 -2.483 0.029 0.188 -0.214 -1.5160
C -4.979 0.829 -2.238 -0.046 -0.121 0.213 -0.3461
C -5.840 -0.233 -2.906 -0.141 0.094 -0.048 -0.2797
S -5.666 -0.259 -4.714 -0.086 0.026 -0.157 -0.1968
C -2.432 -1.288 -1.160 -0.646 0.297 -0.057 0.5577
P -2.718 -2.456 -2.519 1.142 -0.309 -1.008 0.6643
S -1.198 -2.600 -3.714 -0.066 0.164 0.315 -0.3843
H 2.241 -4.426 -0.651 0.086 -0.053 -0.059 0.2746
H 1.292 -3.621 -1.917 0.033 -0.010 0.025 0.1905
H 0.526 -4.750 -0.823 -0.038 -0.023 0.056 0.3571
H 1.846 -2.701 0.766 0.008 0.025 0.061 0.4512
H 0.858 -1.883 -0.421 -0.159 0.042 -0.081 0.2314
H -1.383 -3.784 -0.548 0.206 0.028 -0.040 0.4426
H -2.057 -3.522 1.057 -0.077 -0.094 -0.045 0.1838
H -0.902 -1.123 1.711 0.160 -0.174 -0.027 -0.2565
H -1.492 1.098 1.682 0.065 -0.073 0.136 0.8258
H -2.231 4.091 0.310 -0.083 0.043 0.002 0.2042
H -1.034 2.842 0.611 -0.011 -0.073 0.072 0.0359
H -1.488 4.384 -1.930 -0.024 0.017 -0.102 0.3665
H 0.003 3.784 -1.149 0.182 0.246 -0.165 0.3827
H -0.999 2.678 -2.059 0.069 0.000 -0.038 0.0530
H -3.035 1.626 -2.689 0.074 -0.017 0.090 0.2236
H -3.290 0.056 -3.377 -0.001 -0.068 -0.076 1.0030
H -5.287 1.822 -2.557 0.000 0.041 -0.124 0.3972
H -5.178 0.781 -1.165 -0.032 0.118 0.065 0.1112
H -6.893 -0.034 -2.717 -0.043 0.053 0.111 0.5324
H -5.645 -1.218 -2.494 -0.043 -0.126 -0.040 -0.1202
H -4.979 -1.398 -4.828 0.120 -0.094 -0.035 0.1103
H -3.067 -3.657 -1.896 -0.414 0.067 0.163 0.1889
H -3.867 -1.986 -3.133 -0.408 -0.116 0.225 -0.2132
C -7.265 -5.526 -6.537 -0.014 -0.021 0.033 -1.2021
C -7.446 -5.276 -5.045 0.035 -0.019 -0.087 -0.5795
C -6.589 -4.114 -4.528 -0.163 -0.120 0.015 0.3483
C -5.160 -4.361 -4.719 -0.133 0.115 0.041 0.2547
N -4.038 -4.555 -4.866 0.142 0.010 0.084 -0.4830
H -6.237 -5.806 -6.769 0.013 0.018 0.002 0.3556
H -7.913 -6.335 -6.872 -0.005 -0.004 -0.013 0.3560
H -7.513 -4.636 -7.117 0.001 0.010 -0.002 0.2948
H -7.199 -6.179 -4.483 -0.004 -0.004 0.022 0.3255
H -8.490 -5.044 -4.830 0.001 0.029 0.036 0.3561
H -6.756 -3.946 -3.462 0.011 0.019 -0.058 -0.1559
H -6.846 -3.190 -5.050 0.007 0.022 -0.012 0.2806
C 1.313 3.055 -4.799 0.021 0.028 0.005 -0.7159
C 2.694 3.653 -4.562 -0.078 -0.025 -0.004 -0.4420
C 3.470 2.936 -3.450 0.042 0.064 -0.129 -0.4360
C 2.781 3.008 -2.165 0.080 -0.058 -0.113 0.2509
N 2.223 3.066 -1.166 -0.092 -0.013 0.266 -0.4193
H 0.687 3.149 -3.911 0.003 -0.011 0.017 -0.0545
H 0.808 3.568 -5.617 -0.007 -0.003 -0.008 0.3537
H 1.379 1.996 -5.057 0.004 -0.009 0.001 0.3163
H 2.605 4.711 -4.310 0.017 0.010 0.005 0.2994
H 3.286 3.593 -5.476 0.042 -0.003 0.013 0.3081
H 4.460 3.375 -3.321 0.021 -0.020 -0.014 0.3038
H 3.606 1.881 -3.697 0.016 -0.012 -0.001 0.2566
C 1.262 -3.747 5.513 -0.038 0.010 0.011 -1.1901
C -0.223 -3.412 5.449 0.062 0.012 0.027 -0.6067
C -0.661 -2.943 4.054 0.115 -0.240 0.330 -0.2325
C 0.046 -1.736 3.635 -0.221 -0.245 -0.077 0.4854
N 0.549 -0.784 3.236 0.015 0.252 -0.073 -0.5604
H 1.876 -2.871 5.303 0.005 0.006 -0.018 0.3544
H 1.528 -4.107 6.505 0.013 -0.006 0.005 0.3670
H 1.523 -4.523 4.792 -0.001 -0.005 -0.010 0.3072
H -0.466 -2.638 6.179 -0.017 -0.001 0.016 0.3353
H -0.816 -4.290 5.708 -0.034 0.007 -0.028 0.3553
H -1.732 -2.729 4.038 0.002 0.019 -0.014 0.4020
H -0.454 -3.715 3.310 0.015 0.071 -0.016 0.1797
C 0.717 7.194 1.880 -0.031 0.035 0.017 -1.0898
C -0.386 7.674 2.815 0.072 -0.013 -0.020 -0.3520
C -1.753 7.063 2.482 0.072 0.053 0.107 -0.1620
C -2.198 7.409 1.133 0.080 -0.103 0.183 0.1498
N -2.527 7.678 0.069 -0.084 0.016 -0.294 -0.4902
H 0.516 7.488 0.849 -0.008 -0.018 -0.012 0.3711
H 1.676 7.622 2.167 0.024 0.002 -0.001 0.3505
H 0.815 6.107 1.911 -0.009 -0.023 0.009 0.1968
H -0.464 8.762 2.774 -0.011 0.022 -0.013 0.3269
H -0.142 7.410 3.845 -0.070 -0.047 0.008 0.2079
H -2.514 7.405 3.184 0.008 -0.037 0.034 0.3518
H -1.704 5.974 2.555 -0.012 -0.007 0.048 0.1473
C 1.765 2.315 3.803 0.105 0.076 -0.056 -0.9853
C 2.642 3.308 4.555 -0.096 -0.039 -0.073 -0.6188
C 2.014 3.752 5.881 0.183 -0.009 -0.063 0.2052
C 0.724 4.403 5.670 0.151 -0.045 0.160 0.3017
N -0.288 4.917 5.504 -0.258 0.149 -0.155 -0.5139
H 0.802 2.766 3.553 -0.043 -0.014 0.008 0.1732
H 2.239 2.005 2.873 -0.003 -0.019 -0.012 0.4260
H 1.578 1.417 4.391 -0.004 -0.009 0.031 0.2792
H 2.822 4.190 3.938 0.031 0.018 0.000 0.3215
H 3.617 2.867 4.767 -0.002 0.020 0.058 0.3640
H 2.671 4.451 6.401 0.010 -0.017 0.017 -0.2915
H 1.857 2.893 6.536 -0.008 -0.001 0.016 0.3407
C -7.532 -0.318 1.157 -0.021 -0.019 -0.013 -0.6604
C -8.630 -1.374 1.137 0.057 0.068 -0.008 -0.4769
C -8.079 -2.802 1.021 -0.070 0.119 0.099 -0.4930
C -7.316 -2.986 -0.209 -0.166 -0.083 0.096 0.2049
N -6.748 -3.125 -1.195 0.299 0.036 -0.171 -0.4231
H -6.958 -0.330 0.227 0.007 -0.017 0.004 -0.1331
H -7.956 0.678 1.271 0.002 0.009 0.003 0.3761
H -6.840 -0.484 1.985 0.003 -0.001 0.003 0.3174
H -9.311 -1.186 0.306 -0.021 -0.016 -0.004 0.3165
H -9.220 -1.314 2.051 -0.011 -0.042 0.008 0.3186
H -8.886 -3.535 1.025 0.004 -0.019 0.011 0.3021
H -7.422 -3.029 1.863 -0.007 -0.014 0.017 0.2823
C 4.383 -4.376 -3.606 0.004 0.008 0.001 -0.7915
C 5.693 -3.633 -3.381 -0.151 0.036 -0.023 -0.3491
C 6.326 -3.945 -2.019 -0.022 0.071 -0.170 -0.2472
C 5.452 -3.553 -0.917 0.212 -0.078 -0.012 0.1420
N 4.781 -3.241 -0.042 -0.326 0.095 0.162 -0.4457
H 3.635 -4.084 -2.867 0.006 -0.011 0.014 -0.0155
H 3.977 -4.153 -4.593 -0.001 -0.001 -0.002 0.3841
H 4.533 -5.454 -3.538 0.009 -0.012 0.006 0.3069
H 5.525 -2.557 -3.461 0.043 0.016 0.018 0.4190
H 6.405 -3.903 -4.160 0.071 -0.007 0.039 0.0239
H 7.269 -3.409 -1.900 0.026 -0.029 0.018 0.3431
H 6.532 -5.012 -1.931 -0.004 -0.025 -0.028 0.2393
C 3.491 9.111 8.033 -0.030 -0.020 -0.015 -1.1763
C 2.508 7.994 8.359 0.058 0.061 -0.027 -0.2277
C 3.177 6.791 9.036 -0.069 0.105 0.048 -0.4400
C 4.199 6.185 8.187 -0.172 0.037 0.069 0.1977
N 4.972 5.710 7.487 0.159 -0.142 -0.194 -0.4625
H 4.252 8.774 7.328 0.017 -0.014 0.011 0.3523
H 2.975 9.959 7.585 0.001 0.012 0.002 0.3400
H 3.998 9.465 8.932 0.003 0.001 0.007 0.3034
H 2.008 7.659 7.448 -0.020 -0.021 -0.002 0.1608
H 1.730 8.366 9.028 -0.012 -0.037 0.023 0.3122
H 2.440 6.022 9.274 0.002 -0.005 0.038 0.2995
H 3.651 7.093 9.972 -0.011 0.000 0.018 0.3441
C 10.605 -5.861 -4.142 -0.011 -0.025 -0.019 -1.1269
C 10.027 -6.424 -5.434 0.035 0.023 0.075 -0.4167
C 8.595 -5.943 -5.703 0.119 -0.048 -0.090 -0.4360
C 7.676 -6.348 -4.644 0.094 0.044 -0.095 0.2690
N 6.971 -6.662 -3.797 -0.140 -0.099 0.188 -0.4770
H 10.029 -6.188 -3.276 -0.017 0.008 -0.001 0.3364
H 11.632 -6.197 -4.002 0.010 0.005 0.003 0.3324
H 10.609 -4.769 -4.155 0.000 0.008 -0.003 0.2969
H 10.036 -7.514 -5.403 -0.009 -0.012 -0.015 0.3021
H 10.646 -6.124 -6.280 -0.030 0.002 -0.033 0.3110
H 8.219 -6.345 -6.644 0.005 0.024 -0.022 0.3417
H 8.567 -4.853 -5.774 -0.011 0.009 -0.013 0.2907
```
Forces are in eV/Å.

Calculated values
Charge: +1
HOMO, hartree: -0.40104
LUMO level, eV: -3.17


no.,F_max (hartree/bohr),total energy (Ha)
1,0.259,-358.205360
2,0.030,-3754.181631